1.
C39H92ClIN2O18S | wB97M-V/def2-TZVPD

* molar mass: 1071.59 g mol⁻¹
* Kohn-Sham gap: 8.84 eV

Cartesian coordinates (Å):
C: 2.9537 -6.2832 2.7620
O: 2.4742 -6.8504 1.5669
C: 1.7338 -5.9555 0.7442
C: 0.2388 -6.2208 0.7982
C: -0.4635 -5.9355 -0.5200
C: -1.9083 -6.4672 -0.5776
C: -3.0575 -5.4650 -0.7468
C: -3.0427 -4.2204 0.1424
C: -4.4673 -3.6590 0.3092
C: -4.7328 -2.1345 0.1412
C: -5.3050 -1.4416 1.3930
C: -4.3558 -0.7150 2.3509
N: -3.1682 -0.1243 1.7429
C: -1.9460 -0.7997 1.6813
O: -1.7581 -1.8889 2.1170
C: -0.9721 0.1847 1.1432
C: 0.2456 0.0183 0.4878
C: 0.9672 1.1650 0.0827
C: 2.3113 1.0209 -0.5977
C: 2.5863 -0.2395 -1.4117
C: 2.5143 0.0048 -2.9168
C: 2.3976 -1.2463 -3.7747
S: 0.7906 -1.5871 -4.4275
O: -0.0926 -2.0805 -3.4219
O: 0.9553 -2.3209 -5.6434
Cl: 0.0748 0.2467 -5.0577
C: 0.4526 2.4627 0.3558
C: 1.2501 3.6710 -0.0367
C: 2.4846 3.9414 0.8601
C: 2.3227 3.5103 2.3114
N: 2.9553 2.2209 2.6393
C: -0.8054 2.5849 0.9902
I: -1.6785 4.4270 1.4273
C: -1.5012 1.4388 1.3758
C: -2.8338 1.2212 2.0095
O: -3.4597 1.9432 2.7133
H: 3.6994 -5.5105 2.5645
H: 2.1584 -5.8498 3.3584
H: 3.4243 -7.0759 3.3317
H: 1.9493 -4.9342 1.0572
H: 2.1076 -6.0597 -0.2728
H: -0.1930 -5.6210 1.5967
H: 0.0913 -7.2613 1.0718
H: 0.1154 -6.4549 -1.2849
H: -0.4046 -4.8843 -0.7841
H: -2.0830 -7.0370 0.3314
H: -1.9623 -7.1624 -1.4110
H: -3.1350 -5.1685 -1.7877
H: -3.9665 -6.0066 -0.4889
H: -2.6622 -4.5258 1.1127
H: -2.3668 -3.4759 -0.2613
H: -4.8564 -3.9732 1.2715
H: -5.0635 -4.1540 -0.4523
H: -5.5096 -2.0531 -0.6113
H: -3.8734 -1.6250 -0.2830
H: -6.1070 -0.7749 1.0963
H: -5.7672 -2.2302 1.9643
H: -4.8818 0.1298 2.7795
H: -4.0676 -1.3450 3.1868
H: 0.6242 -0.9744 0.3274
H: 2.4288 1.8514 -1.2879
H: 3.0836 1.1557 0.1536
H: 3.6079 -0.5031 -1.2112
H: 1.9973 -1.0995 -1.1179
H: 1.7422 0.7228 -3.1694
H: 3.4569 0.4655 -3.1928
H: 3.0411 -1.1833 -4.6438
H: 2.6783 -2.1277 -3.2074
H: 1.5393 3.5317 -1.0710
H: 0.6435 4.5626 -0.0152
H: 3.3966 3.5476 0.4255
H: 2.6083 5.0200 0.8712
H: 1.2705 3.5162 2.5961
H: 2.8038 4.2430 2.9466
H: 2.3170 1.4533 2.4670
H: 3.1477 2.1877 3.6308
C: 6.0940 1.6653 0.2769
O: 5.9713 2.1329 1.6163
H: 7.1534 1.6377 0.0281
H: 5.6714 0.6612 0.1814
H: 5.5846 2.3440 -0.4199
H: 5.0263 2.1301 1.8290
C: 4.3793 5.5983 5.3265
O: 4.5335 4.3201 4.7179
H: 4.1049 6.2950 4.5385
H: 3.5890 5.5936 6.0819
H: 5.3110 5.9381 5.7854
H: 4.7822 3.6946 5.4032
C: -8.7554 -2.4838 3.5318
O: -7.5137 -3.1056 3.1989
H: -8.7068 -1.4567 3.1793
H: -9.5909 -2.9877 3.0408
H: -8.9280 -2.4851 4.6089
H: -7.5487 -4.0148 3.5061
C: -1.9688 -2.7708 5.6318
O: -0.9069 -2.8039 4.6918
H: -1.5807 -3.1455 6.5766
H: -2.3396 -1.7528 5.7885
H: -2.8020 -3.4084 5.3208
H: -1.2462 -2.4736 3.8532
C: -5.6727 4.6016 2.0238
O: -5.5747 3.3680 1.3279
H: -6.0780 5.3400 1.3360
H: -6.3382 4.5144 2.8876
H: -4.6855 4.9245 2.3649
H: -5.1930 2.7268 1.9371
C: 5.6101 -2.1726 1.3985
O: 5.2491 -1.6037 0.1404
H: 5.8543 -1.3495 2.0673
H: 4.7891 -2.7500 1.8277
H: 6.4847 -2.8222 1.3019
H: 5.0306 -2.3218 -0.4663
C: 6.2576 -1.0516 -2.8227
O: 5.3944 -2.1348 -2.4690
H: 6.2754 -0.3766 -1.9718
H: 7.2718 -1.4036 -3.0210
H: 5.8838 -0.5184 -3.7017
H: 5.3721 -2.7488 -3.2084
C: 0.1975 6.9704 -1.8101
O: 1.5901 6.9025 -1.5053
H: -0.3408 6.6723 -0.9148
H: -0.0978 7.9880 -2.0769
H: -0.0648 6.2855 -2.6216
H: 2.0805 7.1726 -2.2856
C: -10.0863 -1.6968 7.3708
O: -10.9063 -2.3620 6.4148
H: -9.0579 -1.9831 7.1654
H: -10.1702 -0.6103 7.2866
H: -10.3350 -1.9966 8.3919
H: -11.8184 -2.1153 6.5853
C: -2.1590 2.1575 -2.6037
O: -3.0430 1.4022 -3.4242
H: -2.5773 2.1915 -1.6030
H: -1.1677 1.6931 -2.5542
H: -2.0600 3.1825 -2.9726
H: -2.6658 1.3884 -4.3071
C: 3.4492 0.8819 -7.1052
O: 3.3357 1.2987 -5.7410
H: 4.5089 0.8684 -7.3468
H: 3.0372 -0.1213 -7.2482
H: 2.9379 1.5850 -7.7653
H: 2.3982 1.3157 -5.5287
C: 2.6892 4.1504 -3.7906
O: 1.6191 3.2582 -3.4768
H: 2.7343 4.8777 -2.9833
H: 3.6440 3.6219 -3.8491
H: 2.5108 4.6699 -4.7357
H: 1.5674 2.6053 -4.1780
C: 3.9779 4.3470 -9.1145
O: 2.6365 3.9635 -8.8259
H: 4.5492 4.2190 -8.1988
H: 4.4171 3.7188 -9.8938
H: 4.0385 5.3935 -9.4229
H: 2.1168 4.0710 -9.6264

2.
C39H92N4O9 | wB97M-V/def2-TZVPD

* molar mass: 761.18 g mol⁻¹
* Kohn-Sham gap: 8.37 eV

Cartesian coordinates (Å):
C: -1.1392 -4.7149 -5.1425
C: 0.1238 -4.2779 -4.3918
C: -0.2308 -3.0051 -3.6124
C: 0.5454 -5.4588 -3.4993
C: 1.9446 -5.2718 -2.8751
C: 3.0278 -4.9436 -3.9412
C: 2.5823 -3.8071 -4.9480
C: 2.9116 -2.4284 -4.2695
C: 3.5286 -3.9229 -6.1367
N: 1.1733 -4.0079 -5.3812
O: 0.8273 -3.1166 -6.3553
H: -0.8863 -5.5237 -5.8280
H: -1.8561 -4.9973 -4.3715
H: -1.6824 -3.9264 -5.6635
H: 0.4676 -2.8924 -2.7831
H: -0.1766 -2.1439 -4.2785
H: -1.1788 -3.0520 -3.0764
H: -0.1870 -5.6325 -2.7110
H: 0.5910 -6.3579 -4.1137
H: 1.8832 -4.4188 -2.1993
H: 2.2484 -6.1760 -2.3475
H: 3.1215 -5.8735 -4.5021
H: 4.0075 -4.6969 -3.5318
H: 2.5117 -2.2761 -3.2670
H: 2.5234 -1.6649 -4.9436
H: 3.9928 -2.2900 -4.2690
H: 3.1271 -4.7536 -6.7171
H: 4.4779 -4.2488 -5.7115
H: 3.5663 -3.0542 -6.7939
H: 0.7619 -3.7087 -7.1081
C: -5.9545 0.1234 -0.1005
C: -4.9603 -0.1906 1.0351
C: -4.1123 1.0265 1.3334
C: -5.8660 -0.6139 2.1931
C: -5.1638 -1.3963 3.3721
C: -4.3141 -2.5621 2.7911
C: -3.4081 -2.2488 1.5142
C: -2.0489 -1.7255 2.0694
C: -3.0202 -3.5688 0.8364
N: -4.1294 -1.3217 0.6107
O: -3.4855 -1.1433 -0.6151
H: -5.4254 0.4796 -0.9844
H: -6.5451 -0.7184 -0.4618
H: -6.6683 0.8715 0.2444
H: -4.7014 1.8866 1.6517
H: -3.4789 0.6984 2.1577
H: -3.5035 1.3931 0.5070
H: -6.2253 0.2569 2.7416
H: -6.6819 -1.2287 1.8131
H: -4.4996 -0.6551 3.8165
H: -5.7473 -1.8498 4.1733
H: -4.9851 -3.3538 2.4576
H: -3.6595 -2.9501 3.5715
H: -2.1798 -1.0487 2.9137
H: -1.5926 -1.0132 1.3819
H: -1.3141 -2.4842 2.3387
H: -2.3695 -3.3570 -0.0121
H: -3.8840 -3.9905 0.3226
H: -2.6753 -4.3674 1.4932
H: -2.7161 -0.6251 -0.3678
C: -1.2389 2.4206 -4.6564
C: -0.6211 2.3015 -3.2666
C: -0.4345 0.8134 -2.9505
C: 0.7607 2.9535 -3.2642
C: 0.9294 4.4681 -3.1031
C: 0.0942 4.9473 -1.8876
C: -1.4223 4.5116 -1.9173
C: -1.9900 4.8330 -0.5164
C: -2.0988 5.2151 -3.0871
N: -1.4075 2.9503 -2.1504
O: -2.6391 2.3747 -1.9386
H: -2.3256 2.3451 -4.6922
H: -1.0262 3.3862 -5.1152
H: -0.9633 1.7001 -5.4265
H: -1.4022 0.3124 -2.9268
H: 0.1100 0.2422 -3.7024
H: 0.1616 0.6142 -2.0600
H: 1.4023 2.3662 -2.6073
H: 1.1681 2.7762 -4.2595
H: 1.9449 4.7620 -2.8376
H: 0.7010 5.1546 -3.9184
H: 0.0839 6.0355 -1.8253
H: 0.6045 4.6017 -0.9885
H: -1.4319 4.4184 0.3231
H: -2.9123 4.2960 -0.2949
H: -2.2017 5.8987 -0.4295
H: -3.1013 4.8946 -3.3708
H: -1.4463 5.3271 -3.9529
H: -2.2393 6.2725 -2.8633
H: -3.0375 2.7160 -2.7426
C: 0.2242 0.9577 4.2430
C: 0.9633 2.2523 4.6146
C: -0.0317 3.4251 4.5224
C: 1.4082 2.1955 6.0923
C: 2.4147 3.2269 6.5986
C: 3.6269 3.2413 5.6661
C: 3.2686 3.3051 4.0965
C: 2.8215 4.7288 3.8235
C: 4.5826 2.7569 3.3481
N: 2.1676 2.3397 3.7791
O: 1.8532 2.1902 2.4257
H: 0.9218 0.1212 4.2018
H: -0.2319 1.2207 3.2886
H: -0.5836 0.7992 4.9575
H: -0.2956 3.7990 3.5332
H: 0.4283 4.3068 4.9686
H: -0.9796 3.2200 5.0199
H: 0.5015 2.2962 6.6888
H: 1.7883 1.1964 6.3056
H: 2.8311 2.9086 7.5543
H: 1.9495 4.1484 6.9487
H: 4.3258 2.4519 5.9427
H: 4.3166 4.0771 5.7840
H: 2.5253 5.3390 4.6767
H: 3.7203 5.2100 3.4378
H: 2.1009 4.8646 3.0171
H: 5.4534 3.4079 3.4243
H: 5.1058 1.8858 3.7426
H: 4.3249 2.5150 2.3169
H: 2.1819 1.3327 2.1462
C: 0.9089 -4.3754 3.2599
O: 1.2354 -5.1822 2.2224
H: 1.4389 -4.7211 4.1475
H: 1.0653 -3.3094 3.0945
H: -0.1742 -4.4555 3.3524
H: 0.6731 -5.9572 2.2912
C: 1.2332 -1.5584 0.2478
O: 1.5484 -0.3782 1.0413
H: 2.1349 -2.0097 -0.1662
H: 0.8990 -2.4293 0.8116
H: 0.6147 -1.3510 -0.6254
H: 0.7306 0.1245 1.0507
C: 4.8409 -1.9198 2.5107
O: 3.4987 -1.7582 2.9668
H: 5.4312 -1.1236 2.9643
H: 5.2899 -2.8388 2.8875
H: 4.9298 -1.7928 1.4318
H: 3.0363 -1.1204 2.4182
O: -0.6844 1.4453 0.4132
H: -0.7874 2.1856 1.0113
H: -0.8473 1.8138 -0.4551
O: 3.0361 2.3783 -0.6178
H: 2.3665 1.8232 -0.2183
H: 2.5849 3.2015 -0.8052

3.
C39H93BrClF3N2O12PS | wB97M-V/def2-TZVPD

* molar mass: 1017.57 g mol⁻¹
* total charge: -1
* Kohn-Sham gap: 6.99 eV

Cartesian coordinates (Å):
C: 6.3202 3.8508 -3.3817
C: 5.5361 2.5364 -3.4419
C: 4.0757 2.6402 -2.8598
N: 3.9151 1.7588 -1.7532
P: 2.7017 1.9219 -0.4958
Cl: 4.1406 0.8355 0.8167
C: 1.4884 2.8491 -1.6334
C: -0.0196 2.5163 -1.5098
N: -0.8233 2.9874 -2.3501
C: 1.5455 1.8781 1.0056
C: 0.6466 3.0676 1.4538
C: -0.8227 2.6703 1.8429
C: -1.7233 3.8989 1.6964
O: -2.1193 4.1768 0.3405
C: -1.9951 5.4855 0.0209
C: -1.2145 5.9464 -1.1831
O: -2.5433 6.3024 0.6782
C: 3.6832 3.5462 0.0808
Br: 5.6869 3.0488 0.1156
C: 3.5525 4.0309 1.5551
C: 4.6864 4.9789 2.0843
S: 1.9802 -0.1007 -1.2664
O: 0.5823 -0.4531 -1.0319
O: 2.1717 -0.0708 -2.7097
C: 2.9259 -1.6352 -0.7603
F: 4.1751 -1.7179 -1.1418
F: 2.7487 -2.0021 0.4904
F: 2.3056 -2.6238 -1.4520
H: 6.4679 4.2334 -2.3709
H: 7.3024 3.6681 -3.8432
H: 5.8561 4.6210 -4.0121
H: 6.0520 1.7106 -2.9405
H: 5.4837 2.2395 -4.4980
H: 3.8764 3.7104 -2.7408
H: 3.4450 2.3069 -3.7141
H: 4.4544 0.9108 -1.7229
H: 1.5900 2.5242 -2.6740
H: 1.6048 3.9352 -1.5791
H: -0.4541 1.8542 -0.7647
H: -0.3083 3.5577 -3.0299
H: 0.8581 1.0182 0.9660
H: 2.1286 1.6172 1.8863
H: 1.0448 3.4550 2.3983
H: 0.5953 3.9458 0.7964
H: -1.1596 1.7856 1.2952
H: -0.8284 2.4465 2.9158
H: -1.1299 4.7623 2.0262
H: -2.5980 3.8875 2.3736
H: -0.3641 5.3162 -1.4426
H: -0.8384 6.9566 -1.0142
H: -1.8764 6.0083 -2.0530
H: 3.5441 4.4173 -0.5642
H: 3.4883 3.2468 2.3095
H: 2.6971 4.7213 1.5769
H: 4.2025 5.6541 2.8107
H: 5.0872 5.6349 1.3137
H: 5.4381 4.4471 2.6657
C: -2.9964 -3.8754 -0.9134
C: -1.9939 -3.4237 0.1372
C: -0.5787 -3.4394 -0.4112
O: -2.0792 -4.2812 1.2811
H: -2.7890 -4.9019 -1.2332
H: -4.0097 -3.8680 -0.5050
H: -2.9684 -3.2260 -1.7902
H: -2.2447 -2.4175 0.4750
H: -0.2929 -4.4538 -0.7135
H: 0.1316 -3.1213 0.3522
H: -0.4791 -2.7783 -1.2713
H: -1.8573 -5.1744 0.9936
C: -5.5219 -7.4709 -2.3751
C: -5.6205 -8.4760 -1.2379
C: -5.1181 -7.8826 0.0696
O: -4.8593 -9.6405 -1.5596
H: -4.4828 -7.1704 -2.5409
H: -5.8766 -7.9137 -3.3074
H: -6.1124 -6.5764 -2.1654
H: -6.6571 -8.7965 -1.1204
H: -4.0658 -7.5958 -0.0124
H: -5.1859 -8.6173 0.8734
H: -5.6964 -7.0007 0.3516
H: -3.9394 -9.3711 -1.6660
C: 8.9503 0.1237 1.4445
C: 8.9393 0.6620 0.0227
C: 9.9355 -0.0786 -0.8574
O: 9.2496 2.0538 0.0337
H: 9.9379 0.2540 1.8993
H: 8.2368 0.6696 2.0632
H: 8.6934 -0.9369 1.4686
H: 7.9365 0.5661 -0.3966
H: 10.9545 0.0452 -0.4767
H: 9.9215 0.3235 -1.8717
H: 9.7082 -1.1454 -0.9015
H: 10.1339 2.1629 0.4020
C: 6.4278 10.1333 2.9758
C: 5.7939 8.8630 3.5244
C: 6.4453 8.4420 4.8335
O: 5.9147 7.8138 2.5698
H: 7.4902 9.9758 2.7687
H: 5.9571 10.4190 2.0341
H: 6.3303 10.9619 3.6804
H: 4.7261 9.0249 3.6818
H: 7.5082 8.2306 4.6850
H: 5.9868 7.5270 5.2107
H: 6.3486 9.2205 5.5932
H: 6.8540 7.6550 2.4175
C: 1.8805 -6.1487 1.7027
C: 3.3863 -6.1722 1.4830
C: 4.0353 -4.8945 1.9904
O: 3.6661 -6.3346 0.0927
H: 1.4241 -5.3170 1.1585
H: 1.4252 -7.0671 1.3264
H: 1.6358 -6.0459 2.7616
H: 3.8186 -7.0340 1.9954
H: 3.6464 -4.0260 1.4556
H: 5.1130 -4.9168 1.8201
H: 3.8539 -4.7538 3.0579
H: 3.2895 -5.5779 -0.3740
C: -6.0981 -3.9678 -5.0312
C: -6.7570 -5.3254 -5.2185
C: -6.9623 -5.6418 -6.6915
O: -8.0155 -5.3458 -4.5413
H: -6.7257 -3.1732 -5.4450
H: -5.9650 -3.7499 -3.9703
H: -5.1232 -3.9300 -5.5192
H: -6.1399 -6.0979 -4.7603
H: -7.6174 -4.9006 -7.1583
H: -7.4435 -6.6139 -6.8107
H: -6.0128 -5.6540 -7.2287
H: -8.5755 -4.6656 -4.9352
C: -6.4168 3.6384 5.3583
C: -5.1023 4.3763 5.1511
C: -5.3328 5.7604 4.5629
O: -4.2589 3.6220 4.2847
H: -6.9355 3.4997 4.4056
H: -6.2366 2.6451 5.7722
H: -7.0753 4.1850 6.0363
H: -4.5776 4.4651 6.1039
H: -5.8168 5.6887 3.5851
H: -4.3831 6.2747 4.4114
H: -5.9598 6.3693 5.2176
H: -4.7079 3.5334 3.4351
C: -8.7457 -4.3255 -0.3201
C: -9.8236 -5.3040 -0.7624
C: -9.3081 -6.7358 -0.7463
O: -10.2673 -4.9694 -2.0748
H: -7.8875 -4.3658 -0.9972
H: -9.1244 -3.3027 -0.3441
H: -8.4006 -4.5459 0.6920
H: -10.6898 -5.2184 -0.1038
H: -8.4678 -6.8498 -1.4372
H: -10.0870 -7.4265 -1.0733
H: -8.9795 -7.0277 0.2536
H: -9.5079 -5.0424 -2.6674

Energy above the lowest of the compared OMol25 structures with the same formula, charge and spin list, top to bottom, in kcal/mol: 0.0; 84.9; 61.0